Record 1
# C12H25BaN5O6

A molecular structure, C12H25BaN5O6 in a non-equilibrium geometry (ωB97M-V with the def2-TZVPD basis set, OMol25).

Multiplicity: 1
Relative energy (zero: lowest compared OMol25 entry of this formula, charge and spin) in eV: 7.277
Gap between HOMO and LUMO (alpha / beta) in eV: 4.125 / 3.934

Atoms and positions in Å:
C (0.335, 0.155, 3.022)
H (2.332, -2.805, -3.143)
C (2.208, -3.374, -2.187)
H (-0.383, 5.007, 0.274)
H (-1.166, 3.971, 2.358)
N (1.995, -1.453, -1.185)
H (1.131, 4.443, 1.241)
N (0.301, -0.308, 1.956)
H (-1.522, 0.066, 4.897)
H (0.011, -4.903, -1.469)
O (0.225, -2.177, -4.908)
H (-0.540, -1.419, 4.899)
C (-1.774, 0.167, -2.287)
O (-1.906, -2.218, 0.672)
C (-0.657, -4.281, -0.870)
H (-1.592, 1.189, -1.869)
C (0.101, 2.970, 0.160)
H (0.575, 1.485, 4.555)
H (1.924, 0.047, -4.973)
C (0.583, 0.388, 4.406)
H (1.444, 1.096, -3.963)
Ba (0.215, -0.015, -0.588)
H (-1.656, -4.113, -1.329)
H (-0.356, -0.233, 6.235)
H (1.199, 4.538, -0.576)
O (3.066, -0.754, -1.287)
H (-2.584, 3.883, 1.173)
N (-1.724, 1.234, 0.554)
H (-2.319, -0.444, -1.536)
H (-0.599, -1.862, -4.487)
H (1.591, -0.049, 4.584)
O (2.199, 0.879, -4.536)
C (-1.188, 2.371, 0.892)
O (2.023, 2.525, -1.451)
N (0.833, 2.207, -0.720)
C (-0.539, -0.350, 5.165)
H (-2.453, -0.441, 1.207)
H (-0.801, -4.642, 0.171)
C (-0.073, -2.939, -0.677)
C (-1.885, 3.313, 1.828)
H (2.105, 1.726, -2.026)
C (1.348, -2.513, -1.303)
H (-2.461, 2.652, 2.512)
C (0.537, 4.379, 0.300)
H (3.181, -3.356, -1.633)
O (-2.577, 0.529, 1.448)
H (-1.742, -0.047, -3.318)
H (1.759, -4.358, -2.309)
N (-0.724, -2.164, 0.120)

Atoms 1-3, force components in eV/Å:
C 0.7 -1.7 -2.9
H -0.3 -0.9 0.5
C 0.2 -0.4 -0.1

Record 2
# C22H25AlBrNO

A molecular structure, C22H25AlBrNO in a non-equilibrium geometry (ωB97M-V with the def2-TZVPD basis set, OMol25).

Multiplicity: 1
Gap between HOMO and LUMO in eV: 5.610

Atoms and positions in Å:
C (-3.273, 0.853, 2.364)
H (-0.688, -3.344, 1.463)
C (0.518, -1.482, 1.732)
O (0.579, 0.161, -0.861)
H (-4.673, -0.020, 0.872)
Br (-2.977, -2.833, -0.058)
C (-1.929, 1.655, 0.678)
H (1.637, -1.642, -3.234)
C (-0.694, 2.216, -3.145)
H (3.108, -0.419, 1.908)
H (-1.192, 2.261, 0.152)
H (2.677, -2.752, 2.540)
C (0.422, -0.419, 2.693)
C (-1.409, -1.809, 2.993)
H (-3.756, 0.709, 3.338)
H (-2.642, 0.248, -0.905)
C (2.780, -0.635, 0.887)
H (-1.960, -2.411, 3.730)
C (1.622, 3.373, -2.081)
H (2.227, -2.624, -1.098)
C (-2.640, 0.599, 0.125)
H (1.187, 0.372, 2.807)
H (-1.038, -0.024, 4.324)
C (1.380, -2.093, -0.625)
H (0.508, -2.749, -0.712)
H (-1.867, 2.510, 2.747)
C (-2.318, 1.807, 2.045)
H (1.683, -3.858, 1.572)
C (1.060, -0.822, -1.427)
C (-0.536, -2.377, 1.948)
H (-1.581, 1.709, -3.535)
H (3.648, -0.956, 0.285)
H (0.411, 5.140, -1.781)
C (1.655, 2.065, -2.555)
C (-0.724, 3.527, -2.680)
H (-1.663, 4.077, -2.706)
C (0.492, 1.489, -3.082)
C (2.375, -3.008, 1.518)
H (3.274, -3.313, 0.972)
C (0.435, 4.118, -2.159)
H (0.926, 0.075, -4.643)
H (2.515, 3.790, -1.612)
H (2.579, 1.484, -2.476)
N (1.332, -0.785, -2.782)
C (1.731, -1.775, 0.877)
H (-0.539, -0.289, -3.720)
Al (-3.167, -1.677, 1.901)
C (0.500, 0.082, -3.630)
C (-3.632, 0.134, 1.129)
H (2.346, 0.271, 0.447)
C (-0.706, -0.612, 3.459)

Atoms 1-3, force components in eV/Å:
C -0.4 2.1 -0.2
H 0.1 0.5 0.2
C -1.1 -1.3 0.2

Record 3
# C12H21CuN3S

A molecular structure, C12H21CuN3S (ωB97M-V with the def2-TZVPD basis set, OMol25).

Multiplicity: 2
Total charge: +2
<S²>: 0.76
Gap between HOMO and LUMO (alpha / beta) in eV: 9.230 / 5.574

Atoms and positions in Å:
C (0.112, 3.473, -0.405)
H (-1.023, -3.040, 1.360)
C (1.124, 2.532, -0.626)
H (0.060, -1.073, 3.155)
C (1.877, 2.592, -1.802)
H (-2.041, -0.795, -1.827)
H (0.462, 5.302, -3.226)
H (-2.553, -0.550, 2.226)
H (-0.650, -2.613, -2.312)
H (1.591, 1.976, 1.307)
H (-0.442, 3.455, 0.533)
C (-0.134, 4.468, -1.341)
C (-2.320, -1.329, 1.498)
H (-0.785, -3.313, -0.721)
H (-2.451, 0.134, 0.104)
H (2.175, 3.624, -3.662)
H (-0.913, 5.206, -1.158)
H (2.508, -2.915, 0.354)
H (-1.533, -2.682, 2.981)
C (0.618, 4.520, -2.504)
H (2.300, 1.089, 0.167)
C (-1.210, -2.219, 2.046)
N (0.028, -1.422, 2.203)
H (-3.207, -1.918, 1.314)
C (1.270, -2.206, 1.983)
C (-1.927, -1.484, -0.995)
S (0.881, -1.624, -0.783)
Cu (0.059, 0.052, 0.567)
C (-0.710, -2.376, -1.253)
N (-1.845, -0.662, 0.250)
H (2.649, 1.855, -1.995)
N (1.425, 1.521, 0.412)
H (-2.810, -2.134, -0.969)
H (2.111, -1.560, 2.265)
C (1.453, -2.719, 0.555)
H (0.937, -3.667, 0.395)
C (1.611, 3.579, -2.743)
H (1.302, -3.078, 2.647)

Atoms 1-3, force components in eV/Å:
C 0.2 -0.4 0.4
H 0.1 -0.1 -0.1
C -0.2 0.4 -0.2